Formula: C12H10F11IrNO6S3
Source: the Open Molecules 2025 dataset
Level of theory: ωB97M-V with the def2-TZVPD basis set

For the HOMO-LUMO gap (spin up / spin down), the calculation gives 7.19 / 7.18 eV. As for the multiplicity: 1. Its charge is +1.

Element x y z (Å)
1 Ir 0.50 -0.12 -0.72
2 F -3.50 1.72 1.35
3 C -3.80 0.77 0.50
4 F -4.05 -0.36 1.14
5 F -4.81 1.11 -0.26
6 S -2.28 0.55 -0.58
7 O -1.17 0.46 0.40
8 O -2.29 1.56 -1.57
9 N -2.25 -0.94 -1.34
10 S -2.52 -2.48 -0.39
11 O -1.65 -3.44 -1.02
12 O -0.96 -0.91 -1.86
13 C -4.17 -2.69 -1.28
14 F -4.83 -3.64 -0.64
15 F -3.97 -3.04 -2.53
16 F -4.87 -1.56 -1.22
17 C 3.64 -0.07 -1.59
18 O 2.40 -0.81 -1.37
19 C 2.66 -2.20 -1.03
20 C 1.31 -2.88 -0.90
21 O 0.50 -2.15 0.03
22 C 0.55 -2.53 1.42
23 H 4.26 -0.67 -2.25
24 H 4.12 0.11 -0.63
25 H 3.38 0.87 -2.06
26 H 3.22 -2.21 -0.09
27 H 3.26 -2.65 -1.82
28 H 1.38 -3.93 -0.62
29 H 0.77 -2.81 -1.85
30 H 0.33 -3.59 1.50
31 H -0.21 -1.95 1.93
32 H 1.53 -2.31 1.85
33 F 1.32 4.96 3.82
34 C 1.22 4.29 2.69
35 C 0.03 4.29 1.97
36 F -1.01 4.97 2.42
37 C -0.06 3.58 0.79
38 F -1.21 3.64 0.13
39 C 1.00 2.84 0.28
40 S 1.02 1.99 -1.28
41 C 2.19 2.87 1.02
42 F 3.25 2.19 0.59
43 C 2.31 3.58 2.20
44 F 3.46 3.57 2.87

Formula: C12H10F3FeNO7S2
Source: the Open Molecules 2025 dataset
Level of theory: ωB97M-V with the def2-TZVPD basis set

For the HOMO-LUMO gap (spin up / spin down), the calculation gives 9.39 / 7.12 eV. As for the multiplicity: 6. Its charge is +1.

Element x y z (Å)
1 Fe -0.19 0.04 -0.13
2 O 1.44 -3.13 -1.81
3 S 0.71 -1.93 -1.67
4 O -0.52 -2.01 -0.84
5 O 1.44 -0.78 -1.04
6 C 0.30 -1.32 -3.30
7 C 0.96 -1.98 -4.32
8 C 0.86 -1.52 -5.63
9 C 0.11 -0.40 -5.91
10 C -0.56 0.27 -4.90
11 C -0.47 -0.18 -3.59
12 S -1.27 0.90 -2.41
13 O -2.08 1.81 -3.13
14 O -1.95 0.10 -1.36
15 O -0.13 1.51 -1.63
16 H 1.55 -2.86 -4.08
17 H 1.40 -2.04 -6.42
18 H 0.03 -0.03 -6.93
19 H -1.14 1.15 -5.10
20 O -1.61 -0.78 1.33
21 H -1.82 -1.63 0.91
22 H -2.47 -0.36 1.48
23 F 2.85 3.65 5.03
24 C 3.20 3.73 3.75
25 F 3.13 5.01 3.38
26 F 4.47 3.34 3.64
27 C 2.31 2.85 2.90
28 C 2.31 1.48 3.12
29 C 1.49 0.69 2.35
30 N 0.71 1.21 1.39
31 C 0.72 2.54 1.16
32 C 1.51 3.39 1.90
33 H 2.93 1.04 3.89
34 H 1.45 -0.38 2.49
35 H 0.10 2.90 0.36
36 H 1.50 4.45 1.71

Formula: C12H10FeO11
Source: the Open Molecules 2025 dataset
Level of theory: ωB97M-V with the def2-TZVPD basis set

For the HOMO-LUMO gap (spin up / spin down), the calculation gives 4.96 / 4.94 eV. As for the multiplicity: 5. Its charge is -2.

Element x y z (Å)
1 Fe -14.60 0.24 13.47
2 C -11.03 -0.19 15.87
3 C -12.29 -0.19 15.12
4 C -13.57 -0.42 16.01
5 O -14.70 -0.15 15.52
6 C -13.40 -0.90 17.40
7 C -12.23 -0.84 17.98
8 C -10.98 -0.47 17.16
9 O -9.78 -0.43 17.58
10 O -12.21 -0.95 19.27
11 O -12.48 -0.02 13.94
12 H -10.17 0.04 15.26
13 H -14.28 -1.15 17.97
14 C -15.05 2.19 10.38
15 C -15.36 3.10 9.32
16 C -14.70 2.74 7.85
17 O -14.81 3.67 7.05
18 C -13.98 1.50 7.69
19 C -13.80 0.68 8.77
20 C -14.31 1.05 10.17
21 O -14.11 0.40 11.28
22 O -13.20 -0.45 8.53
23 O -16.07 4.11 9.53
24 H -15.51 2.34 11.35
25 H -13.60 1.35 6.69
26 O -14.26 2.32 13.86
27 H -13.81 2.70 14.62
28 H -14.65 3.07 13.42
29 O -14.76 -1.82 13.11
30 H -14.94 -2.30 12.30
31 H -15.23 -2.31 13.79
32 O -16.57 0.70 13.33
33 H -17.12 0.57 12.56
34 H -17.17 1.06 13.99

Formula: C12H11Br4ClHfN2O6S2
Source: the Open Molecules 2025 dataset
Level of theory: ωB97M-V with the def2-TZVPD basis set

For the HOMO-LUMO gap, the calculation gives 6.45 eV. As for the multiplicity: 1.

Element x y z (Å)
1 Hf -12.82 6.38 -1.14
2 Br -10.04 11.31 -5.49
3 C -11.38 10.30 -4.61
4 C -12.65 10.08 -5.17
5 Br -13.20 11.29 -6.41
6 C -13.36 9.00 -4.73
7 Br -14.89 8.36 -5.57
8 C -12.97 8.34 -3.51
9 O -13.44 7.22 -3.11
10 C -11.92 8.84 -2.63
11 O -11.84 8.24 -1.47
12 C -11.13 9.83 -3.28
13 Br -9.57 10.37 -2.47
14 Cl -17.34 7.92 -1.13
15 C -16.73 6.25 -0.60
16 C -15.26 6.17 -0.80
17 O -14.74 5.36 -1.61
18 O -14.55 7.07 -0.25
19 H -17.31 5.48 -1.17
20 H -17.11 6.34 0.44
21 C -7.65 6.33 -0.98
22 N -9.10 6.07 -0.95
23 C -9.84 6.09 -2.06
24 N -9.38 6.63 -3.23
25 O -11.05 5.65 -2.08
26 H -7.27 6.10 0.01
27 H -7.48 7.42 -1.12
28 H -7.25 5.73 -1.85
29 H -9.63 5.82 -0.10
30 H -8.53 7.15 -3.31
31 H -9.99 6.67 -4.03
32 C -11.78 3.53 3.10
33 O -11.63 4.88 2.68
34 C -11.88 5.26 1.43
35 S -12.51 4.16 0.27
36 S -11.53 6.90 1.03
37 H -11.55 2.74 2.29
38 H -12.75 3.39 3.43
39 H -11.13 3.44 3.93

Formula: C12H11BrOS
Source: the Open Molecules 2025 dataset
Level of theory: ωB97M-V with the def2-TZVPD basis set

For the HOMO-LUMO gap (spin up / spin down), the calculation gives 6.92 / 6.91 eV. As for the multiplicity: 1.

Element x y z (Å)
1 C 4.05 -1.75 0.57
2 C 2.94 -1.18 1.16
3 C 4.65 -1.06 -0.43
4 C 2.30 -0.05 0.62
5 C 4.13 0.06 -0.99
6 C 2.93 0.54 -0.48
7 C -3.43 2.09 -1.23
8 C -3.12 -0.94 -1.65
9 C -2.51 1.35 -0.59
10 C 0.62 2.17 -0.54
11 C -2.31 -0.09 -0.92
12 C -1.12 -0.52 -0.18
13 O 1.78 2.88 0.09
14 S 2.27 2.06 -1.14
15 Br -0.16 -1.99 -0.72
16 H 4.67 -2.48 1.09
17 H 2.30 -1.73 1.83
18 H 5.61 -1.36 -0.85
19 H 1.41 0.34 1.12
20 H 4.46 0.60 -1.77
21 H -3.49 3.13 -1.18
22 H -4.07 1.54 -1.91
23 H -2.66 -1.85 -2.07
24 H -4.20 -0.57 -1.79
25 H -1.77 1.82 0.08
26 H -0.02 3.03 -1.08

Formula: C12H11Cl13CuF15MgO15S5
Source: the Open Molecules 2025 dataset
Level of theory: ωB97M-V with the def2-TZVPD basis set

For the HOMO-LUMO gap (spin up / spin down), the calculation gives 2.45 / 2.43 eV. As for the multiplicity: 2. Its charge is -1.

Element x y z (Å)
1 Cu 0.06 -3.01 5.96
2 Mg -4.43 1.51 0.92
3 C -8.09 -2.17 -4.09
4 F -7.81 -3.34 -3.49
5 F -7.05 -1.91 -4.99
6 F -9.25 -2.29 -4.66
7 S -8.28 -0.84 -2.72
8 O -6.90 -0.51 -2.22
9 O -8.91 0.40 -3.17
10 O -9.15 -1.56 -1.72
11 C -5.23 8.09 -0.26
12 F -5.99 9.13 -0.84
13 F -3.95 8.43 -0.36
14 F -5.54 7.98 1.06
15 S -5.57 6.44 -1.17
16 O -4.70 5.41 -0.55
17 O -7.02 6.22 -0.97
18 O -5.23 6.72 -2.58
19 C -0.58 4.10 6.37
20 F 0.35 4.17 5.43
21 F 0.08 3.85 7.44
22 F -1.12 5.28 6.61
23 S -1.95 2.72 5.98
24 O -2.33 2.90 4.58
25 O -1.26 1.45 6.16
26 O -2.98 2.95 6.99
27 C 1.55 -2.06 -1.14
28 F 0.86 -3.15 -1.41
29 F 2.76 -2.43 -0.75
30 F 1.73 -1.41 -2.25
31 S 0.73 -0.99 0.29
32 O 1.65 0.08 0.56
33 O -0.54 -0.47 -0.19
34 O 0.66 -1.90 1.42
35 C -4.19 -5.13 1.35
36 F -5.30 -5.68 0.76
37 F -3.27 -6.11 1.71
38 F -3.79 -4.33 0.35
39 S -4.69 -4.02 2.83
40 O -6.09 -4.29 3.17
41 O -3.64 -4.29 3.86
42 O -4.57 -2.62 2.34
43 Cl 4.98 0.60 5.29
44 C 6.25 1.83 5.42
45 C 6.24 2.67 4.13
46 Cl 6.86 1.70 2.73
47 H 7.20 1.31 5.57
48 H 6.00 2.48 6.26
49 H 6.91 3.53 4.23
50 H 5.31 3.14 3.81
51 Cl 7.19 -6.95 0.40
52 C 6.39 -6.06 1.67
53 C 4.99 -6.72 1.95
54 Cl 4.22 -6.08 3.43
55 H 6.53 -4.98 1.57
56 H 7.01 -6.32 2.53
57 H 4.97 -7.81 1.94
58 H 4.37 -6.52 1.07
59 C 0.50 -0.95 -9.95
60 Cl 1.95 -2.08 -10.17
61 Cl -0.16 -1.14 -8.33
62 Cl -0.73 -1.01 -11.18
63 H 0.97 0.03 -10.00
64 C 7.49 -1.76 -5.38
65 Cl 6.59 -0.77 -6.50
66 Cl 9.27 -1.75 -5.69
67 Cl 6.87 -3.42 -5.24
68 H 7.29 -1.40 -4.37
69 C 2.75 4.89 -2.34
70 Cl 1.89 5.57 -0.93
71 Cl 4.08 6.10 -2.77
72 Cl 1.63 4.63 -3.71
73 H 3.17 3.93 -2.06